{
  "formula": "C26H44InO6",
  "method": "the ωB97M-V functional and the def2-TZVPD basis",
  "symbols": ["In", "O", "O", "O", "O", "O", "O", "C", "C", "C", "C", "C", "C", "C", "C", "C", "C", "C", "C", "C", "C", "C", "C", "C", "C", "C", "C", "C", "C", "C", "C", "C", "C", "H", "H", "H", "H", "H", "H", "H", "H", "H", "H", "H", "H", "H", "H", "H", "H", "H", "H", "H", "H", "H", "H", "H", "H", "H", "H", "H", "H", "H", "H", "H", "H", "H", "H", "H", "H", "H", "H", "H", "H", "H", "H", "H", "H"],
  "coordinates": [[3.69, -1.57, 2.72], [-3.77, 4.54, 0.79], [-0.87, 3.86, -3.72], [-3.52, 5.42, 2.84], [1.53, -6.30, 0.47], [-1.64, 1.82, -4.28], [3.40, -5.74, 3.56], [2.37, -4.23, -0.46], [-4.80, 3.45, 2.69], [2.28, -5.61, 2.71], [1.36, -5.03, -0.04], [-1.71, 3.61, -5.91], [0.48, -1.03, -1.43], [-0.52, -0.49, -0.37], [1.79, -0.23, -1.55], [-0.17, -3.30, -0.57], [-0.15, -1.20, -2.84], [2.59, -6.39, 1.42], [-1.91, 1.28, 0.66], [-0.87, 4.88, -5.84], [4.52, -3.67, 2.70], [-1.41, 2.95, -4.57], [2.14, -2.95, -0.92], [0.86, -2.47, -0.97], [-4.00, 4.51, 1.96], [-3.88, 5.04, 4.18], [-0.83, 5.15, -4.35], [3.95, -4.46, 3.90], [0.52, 1.56, 0.81], [-0.71, 1.90, -1.42], [-5.08, 4.13, 4.03], [-0.59, 1.04, -0.13], [0.07, -4.56, -0.11], [3.23, -3.87, 4.48], [0.67, -1.06, -3.56], [-4.10, 5.94, 4.76], [1.41, -6.10, 3.18], [-0.89, -0.43, -3.08], [-2.00, 2.34, 0.91], [-5.99, 4.72, 3.95], [-5.20, 3.43, 4.86], [-0.74, -5.20, 0.24], [-3.02, 4.53, 4.64], [2.06, -1.49, 1.99], [-1.75, 2.17, -1.58], [-4.19, 2.56, 2.80], [2.98, -2.35, -1.22], [-5.71, 3.22, 2.15], [-1.42, 2.96, -6.73], [-0.31, 1.44, -2.32], [0.13, 4.67, -6.21], [-2.78, 3.83, -5.96], [-1.28, 5.71, -6.42], [1.67, 0.78, -1.97], [0.23, 2.54, 1.20], [3.65, -1.04, 4.43], [3.54, -6.08, 1.00], [-2.73, 0.93, 0.02], [0.60, 0.86, 1.65], [4.84, -0.51, 1.84], [0.08, 5.67, -4.05], [3.38, -4.61, -0.38], [2.43, -0.77, -2.25], [-1.69, 5.73, -4.00], [5.62, -3.63, 2.78], [-1.84, 0.68, 1.57], [2.71, -7.44, 1.71], [4.30, -4.15, 1.74], [-0.51, -2.22, -3.01], [2.02, -4.57, 2.53], [-1.52, -0.82, -0.68], [-0.34, -0.97, 0.60], [-0.11, 2.80, -1.25], [4.79, -4.67, 4.58], [1.49, 1.64, 0.32], [-1.20, -2.96, -0.60], [2.35, -0.17, -0.61]],
  "multiplicity": 1,
  "homo_lumo_gap_ha": 0.2403,
  "relative_energy_kcal_mol": 12.27,
  "total_charge": -1
}